Record 1
C4H9NO2 | ωB97M-V/def2-TZVPD

Geometry (Å):
C1 2.209 -0.457 -1.284
N1 1.066 -0.010 -0.521
C2 1.139 1.014 0.330
O1 0.221 1.451 1.035
C3 -1.821 0.527 0.586
C4 -1.897 -0.899 0.320
O2 -1.209 -1.458 -0.574
H1 2.486 -1.481 -1.000
H2 1.972 -0.447 -2.355
H3 3.072 0.196 -1.108
H4 2.134 1.492 0.381
H5 -1.994 1.130 1.479
H6 -2.070 1.199 -0.251
H7 -2.365 -1.599 1.053
H8 -3.117 -0.063 0.582
H9 0.165 -0.573 -0.596

Results
**HOMO-LUMO gap**: 10.21 eV
**Total charge**: 0
**DFT total energy**: -9875.815 eV
**Energy above the lowest of the compared OMol25 structures with the same formula, charge and spin**: 409.6 kJ/mol

Mulliken atomic charge list, values in e, 4 entries: -0.84 0.05 0.15 -0.62

---

Record 2
C34H53HfN2O2P2 | ωB97M-V/def2-TZVPD

Geometry (Å):
C1 -2.337 -1.502 0.944
C2 -0.093 -2.194 0.855
C3 -2.724 -2.739 1.453
C4 -0.443 -3.474 1.253
C5 -1.770 -3.741 1.583
H1 -3.780 -2.905 1.678
H2 0.341 -4.232 1.328
H3 -2.045 -4.739 1.925
N1 -1.026 -1.221 0.783
P1 -2.612 0.852 -0.575
P2 2.105 -0.300 1.298
C6 -3.333 -0.403 0.589
H4 -4.227 -0.857 0.129
H5 -3.668 0.111 1.505
C7 1.302 -1.816 0.377
H6 2.005 -2.648 0.518
C8 3.791 -0.123 0.424
C9 2.426 -0.866 3.054
C10 -2.933 0.055 -2.262
C11 -3.611 2.439 -0.268
C12 3.658 0.953 -0.671
H7 3.263 1.896 -0.270
H8 4.663 1.153 -1.080
H9 3.017 0.638 -1.501
C13 4.888 0.354 1.392
H10 4.591 1.262 1.927
H11 5.192 -0.417 2.108
H12 5.778 0.599 0.792
C14 4.260 -1.431 -0.244
H13 5.232 -1.230 -0.724
H14 4.413 -2.256 0.463
H15 3.578 -1.765 -1.037
C15 2.822 0.381 3.889
H16 2.292 1.291 3.562
H17 2.559 0.201 4.942
H18 3.903 0.579 3.856
C16 1.123 -1.452 3.607
H19 0.292 -0.754 3.515
H20 0.852 -2.384 3.102
H21 1.272 -1.669 4.674
C17 3.509 -1.964 3.142
H22 3.704 -2.471 2.189
H23 4.454 -1.578 3.547
H24 3.162 -2.735 3.846
C18 -3.124 3.509 -1.257
H25 -3.512 4.491 -0.947
H26 -2.024 3.575 -1.269
H27 -3.484 3.326 -2.276
C19 -3.327 2.946 1.158
H28 -3.658 2.252 1.941
H29 -2.266 3.175 1.324
H30 -3.878 3.890 1.298
C20 -5.120 2.192 -0.412
H31 -5.657 3.038 0.047
H32 -5.444 2.154 -1.459
H33 -5.452 1.275 0.098
C21 -2.245 -1.321 -2.353
H34 -2.591 -1.823 -3.275
H35 -1.150 -1.228 -2.423
H36 -2.488 -1.980 -1.509
C22 -2.307 0.956 -3.343
H37 -1.222 1.079 -3.193
H38 -2.463 0.487 -4.327
H39 -2.769 1.949 -3.372
C23 -4.431 -0.150 -2.542
H40 -4.942 -0.703 -1.744
H41 -4.951 0.797 -2.728
H42 -4.517 -0.752 -3.460
Hf1 -0.099 0.917 0.191
C24 -0.819 0.932 2.245
O1 -1.428 0.848 3.244
N2 0.786 -0.143 -1.342
C25 1.155 -1.364 -1.101
C26 1.389 -2.347 -2.171
C27 1.580 -1.852 -3.470
C28 1.431 -3.737 -1.942
C29 1.945 -2.713 -4.505
H43 1.458 -0.784 -3.634
C30 1.812 -4.597 -2.977
H44 1.170 -4.143 -0.965
C31 2.088 -4.086 -4.253
H45 2.121 -2.318 -5.504
H46 1.888 -5.668 -2.786
H47 2.403 -4.765 -5.050
C32 0.366 4.203 2.079
C33 0.324 4.060 0.614
C34 0.523 5.221 -0.265
O2 0.181 2.909 0.066
H48 0.559 5.259 2.327
H49 1.181 3.603 2.516
H50 -0.585 3.933 2.575
H51 1.463 5.142 -0.832
H52 -0.282 5.331 -1.007
H53 0.570 6.126 0.352

Results
**HOMO-LUMO gap**: 6.12 eV
**Total charge**: +3
**DFT total energy**: -63054.868 eV

Mulliken atomic charge list, values in e, 4 entries: -0.11 -1.00 -0.86 -0.31

---

> The lowest DFT total energy belongs to which entry?

C34H53HfN2O2P2

---

> Among the records above, which one has the lowest HOMO-LUMO gap?

C34H53HfN2O2P2

---

> DFT total energy of number 1 (C4H9NO2)?

-9875.815 eV

---

Please write out number 1 again, unchanged.
C4H9NO2 | ωB97M-V/def2-TZVPD

Geometry (Å):
C1 2.209 -0.457 -1.284
N1 1.066 -0.010 -0.521
C2 1.139 1.014 0.330
O1 0.221 1.451 1.035
C3 -1.821 0.527 0.586
C4 -1.897 -0.899 0.320
O2 -1.209 -1.458 -0.574
H1 2.486 -1.481 -1.000
H2 1.972 -0.447 -2.355
H3 3.072 0.196 -1.108
H4 2.134 1.492 0.381
H5 -1.994 1.130 1.479
H6 -2.070 1.199 -0.251
H7 -2.365 -1.599 1.053
H8 -3.117 -0.063 0.582
H9 0.165 -0.573 -0.596

Results
**HOMO-LUMO gap**: 10.21 eV
**Total charge**: 0
**DFT total energy**: -9875.815 eV
**Energy above the lowest of the compared OMol25 structures with the same formula, charge and spin**: 409.6 kJ/mol

Mulliken atomic charge list, values in e, 4 entries: -0.84 0.05 0.15 -0.62